Entry 1:
{"formula": "C26H45ClNPTm", "method": "ωB97M-V/def2-TZVPD", "largest_force_ev_per_a": 4.059, "homo_ha": [-0.083, -0.082], "multiplicity": 3, "s_squared": 2.004, "lumo_ev": [2.5755, 2.5755], "total_charge": -1, "species": ["H", "H", "H", "C", "H", "C", "C", "H", "H", "H", "H", "H", "H", "H", "C", "H", "H", "H", "H", "C", "C", "H", "H", "H", "H", "H", "N", "Cl", "H", "H", "C", "P", "H", "H", "C", "C", "H", "C", "Tm", "C", "H", "C", "C", "C", "H", "H", "C", "C", "H", "C", "H", "C", "H", "C", "H", "H", "C", "C", "C", "C", "H", "H", "H", "H", "H", "C", "H", "H", "H", "H", "C", "H", "C", "H", "H"], "coordinates": [[0.52887, -5.96742, -3.75804], [-1.37039, 3.79629, -2.28540], [2.81252, -5.72483, -2.68166], [2.22942, -4.17187, -1.30123], [1.51961, -2.14871, 2.58985], [0.64826, -5.56681, -2.74511], [0.90665, -2.71975, 1.86750], [-0.88559, -1.44037, 2.15932], [-0.35579, -4.43140, -0.29846], [-1.92225, -2.96305, 3.85638], [-1.04520, -3.00795, -1.06770], [-1.43670, -5.10825, -2.37623], [0.64631, -4.80222, 1.31896], [6.95896, -0.73877, 0.13155], [-0.30077, -4.39460, 3.97117], [6.28829, -2.13473, -0.70418], [2.20673, -4.25120, -3.44595], [1.50071, 2.91888, -1.61734], [1.83758, -4.10405, 4.05280], [2.04434, -4.94632, -2.61086], [4.03595, -2.38115, 1.09732], [2.98449, -0.21795, -1.45122], [1.36128, -5.71631, 3.51173], [-2.52952, 0.97405, 1.51254], [3.04208, -0.48248, 0.99952], [-1.92352, 1.70088, -0.89552], [-2.79183, -1.23867, -0.70109], [1.90167, 1.64527, 1.80846], [-1.21749, -3.04863, 1.51375], [5.47888, -0.15161, -1.83915], [-0.45770, 3.85968, -1.67803], [1.32743, -1.92316, 0.23892], [6.10652, -2.54806, 1.68261], [-0.37782, -2.27549, 4.34927], [-0.25961, -3.76525, -1.17016], [-0.57684, -2.50658, 2.22840], [5.38918, -0.95987, 1.96805], [3.66220, -0.95646, -0.99544], [-0.01628, 0.54721, 0.61871], [-0.79531, 3.51094, -0.21966], [1.18821, -2.43718, -2.04431], [-1.77889, 1.74864, 1.31136], [0.27264, 0.56513, -1.56142], [5.44191, -1.79062, 1.25066], [2.32615, -4.37358, 1.66216], [-0.12075, 4.90508, -1.71262], [0.11661, 1.55260, -2.64024], [-0.48285, -4.57466, -2.45485], [0.64073, 1.20886, -3.54936], [3.11715, -1.39440, 0.37224], [4.08906, -3.32919, 0.53878], [1.28746, -4.19737, 1.97702], [-1.52709, 2.41876, 2.14602], [-1.43584, 2.14962, -0.03434], [3.22984, -3.71947, -1.28250], [0.63393, -0.39011, -2.02160], [-0.84451, -2.99359, 3.66203], [6.02506, -1.27481, -0.07281], [0.63387, 2.97301, -2.29275], [5.06744, -0.35876, -0.84542], [4.98211, 0.60211, -0.32013], [3.63840, -2.61999, 2.09391], [0.56511, -6.41955, -2.05778], [-0.96177, 1.59479, -2.88834], [3.69941, -1.81673, -1.68208], [-1.82177, -0.76509, -0.24262], [0.11705, 3.55122, 0.40704], [-0.98251, -5.14906, 3.55596], [-1.46434, 4.29795, 0.17675], [2.17516, -4.86469, -0.44718], [1.13256, -3.11194, -1.16863], [0.97882, 3.45229, -3.22001], [1.11356, -4.65128, 3.43208], [-0.29688, -4.54444, 5.05656], [-0.57360, -3.87287, -3.29469]], "atomic_forces_ev_per_a": [[0.0, -0.1, 0.1], [0.1, 0.0, 0.1], [-0.1, 0.0, -0.1], [0.0, -0.2, -0.1], [-0.1, -0.1, -0.1], [0.0, -0.1, 0.1], [0.4, -0.2, -0.6], [0.2, -0.6, 0.0], [0.1, 0.1, -0.2], [0.1, 0.0, 0.0], [0.2, -0.1, -0.1], [0.1, 0.1, -0.1], [0.1, 0.1, 0.2], [0.0, -0.1, -0.1], [0.0, -0.2, -0.2], [-0.1, 0.0, 0.0], [0.0, -0.1, 0.1], [-0.2, -0.1, -0.1], [0.0, -0.1, -0.1], [0.0, 0.1, 0.0], [0.3, 0.0, -0.2], [0.1, -0.2, 0.2], [0.0, 0.1, 0.1], [0.1, 0.6, -0.2], [0.0, -0.4, -0.3], [-0.3, 0.2, 0.3], [0.9, 0.4, 0.4], [0.6, 0.3, 0.6], [0.2, 0.2, 0.1], [0.0, 0.1, 0.1], [0.4, 0.1, 0.4], [-0.2, 0.7, 0.3], [0.0, 0.1, 0.0], [0.0, 0.0, 0.0], [-0.1, 0.0, 0.0], [0.0, -0.2, 0.1], [0.0, -0.1, -0.1], [0.1, -0.1, 0.0], [3.4, -2.3, -0.1], [0.2, -0.1, -0.2], [0.0, -0.2, 0.2], [-1.6, 1.1, -0.8], [1.0, 0.0, -0.1], [0.0, 0.1, 0.0], [-0.3, 0.1, 0.1], [-0.1, -0.1, 0.0], [1.1, 0.3, -0.5], [0.1, 0.2, 0.1], [-0.3, 0.2, -0.1], [-0.4, -0.3, 0.3], [0.1, 0.2, 0.2], [-0.1, -0.2, 0.6], [0.1, -0.3, -0.3], [-2.5, 1.3, 0.7], [-0.3, -0.2, 0.0], [-1.2, 0.1, 0.1], [0.1, 0.2, 0.0], [-0.1, -0.2, 0.0], [-0.7, 0.2, -0.2], [-0.1, 0.0, 0.1], [0.0, -0.1, -0.1], [0.1, 0.1, -0.2], [0.0, 0.1, 0.0], [0.1, 0.2, -0.1], [0.1, 0.2, 0.1], [-1.6, -1.1, -0.4], [-0.1, 0.2, -0.3], [0.1, 0.1, 0.0], [0.1, -0.3, 0.0], [0.0, 0.1, -0.2], [0.2, 0.1, 0.3], [0.0, 0.0, 0.1], [0.0, 0.0, 0.0], [-0.1, 0.0, -0.1], [0.0, -0.1, 0.1]]}

Entry 2:
{"formula": "C4H5NO", "method": "ωB97M-V/def2-TZVPD", "largest_force_ev_per_a": 4.849, "homo_ha": [-0.261, -0.329], "lumo_ev": [-0.2891, -0.2117], "total_charge": 0, "species": ["C", "C", "H", "O", "H", "N", "C", "C", "H", "H", "H"], "coordinates": [[0.02416, -0.29032, 0.76414], [1.02986, -0.13533, -1.41778], [-0.73957, 1.32406, -0.49448], [-1.31822, 1.48904, 1.45193], [1.24926, -1.05766, -2.12752], [0.64112, 0.99375, -1.72422], [0.89169, -0.80197, -0.12015], [-0.80884, 0.79802, 0.47141], [-0.20717, -0.95528, 1.55614], [-1.75069, 2.39578, 1.10867], [1.46974, -1.68629, 0.21404]], "atomic_forces_ev_per_a": [[-1.7, -0.1, -0.4], [0.3, -3.1, -0.2], [-0.3, -0.7, 0.3], [-2.7, 4.0, 0.8], [0.0, 2.0, 0.2], [0.4, 0.4, -1.0], [1.4, -0.1, 0.2], [1.6, 0.3, -1.4], [-0.1, 0.1, 1.4], [1.4, -3.3, 1.1], [-0.4, 0.5, -1.0]]}

Values of ΔE to the lowest compared entry with this formula, charge and spin, in order: 0.0; 447.7, all in kJ/mol.